# 1
C21H21FN2O3 | ωB97M-V/def2-TZVPD

- 2S+1 = 1
- ΔE to the lowest compared entry with this formula, charge and spin (kcal/mol) = 0.0
- structure (SMILES) = CC(=O)NCCCCc1ccc2c(c1)C(=O)c1c(F)cc(CN)cc1C2=O
- LUMO (eV) = -0.8
- E_HOMO (eV) = -9.429

Positions of all 48 atoms, in Å:
C -4.66507 0.41301 -1.96564
C -4.16035 -0.13961 -3.27561
O -4.88520 -0.63882 -4.10478
N -2.76864 -0.07256 -3.45076
C -2.16329 1.27681 -3.52590
C -1.40504 1.68551 -2.24593
C -1.97906 2.91010 -1.52463
C -0.94093 3.70645 -0.71592
C 0.03536 2.85176 0.05264
C 1.41008 3.06437 -0.05248
C 2.32106 2.27825 0.63931
C 1.85378 1.24736 1.44227
C 0.47740 1.03833 1.57320
C -0.42654 1.83779 0.89468
C 0.00054 -0.07548 2.45176
O -0.99361 0.01276 3.12969
C 0.89280 -1.27542 2.43412
C 0.42503 -2.57761 2.51325
F -0.88736 -2.80851 2.61662
C 1.28513 -3.66296 2.46148
C 2.65298 -3.45295 2.33571
C 3.61550 -4.61820 2.22419
N 4.04506 -4.91234 0.86128
C 3.14458 -2.14859 2.26529
C 2.27429 -1.07383 2.30252
C 2.77547 0.33077 2.17165
O 3.84516 0.67862 2.61562
H -5.72936 0.21976 -1.87297
H -4.11567 -0.04737 -1.14561
H -4.48093 1.48905 -1.93863
H -2.55470 -0.62227 -4.27338
H -1.44759 1.23011 -4.34442
H -2.92828 2.01546 -3.77690
H -1.44034 0.82448 -1.57706
H -0.34694 1.83459 -2.47425
H -2.46667 3.58362 -2.23167
H -2.75384 2.57614 -0.82862
H -1.45788 4.36405 -0.01210
H -0.39113 4.36107 -1.39668
H 1.75154 3.86474 -0.69849
H 3.38500 2.45278 0.55237
H -1.49109 1.67171 1.00315
H 0.86900 -4.66169 2.51328
H 3.17659 -5.51232 2.66616
H 4.50802 -4.36111 2.79674
H 4.66684 -4.19686 0.51098
H 3.25800 -4.98313 0.22994
H 4.21028 -1.97782 2.17456

Atoms 1-3, force components in eV/Å:
C 0.071 0.113 -0.220
C 0.098 0.110 0.127
O 0.048 -0.290 0.128

---

# 2
C37H39FMoN3OPS2 | ωB97M-V/def2-TZVPD

- 2S+1 = 3
- ΔE to the lowest compared entry with this formula, charge and spin (kcal/mol) = 303.6
- total charge = +2
- LUMO (spin up / spin down) (eV) = -5.8 / -6.1
- E_HOMO (spin up / spin down) (eV) = -12.514 / -12.809

Positions of all 85 atoms, in Å:
Mo -0.47735 -2.13550 0.05189
C -1.07301 2.50441 3.50916
C -1.47196 2.80897 2.06491
C -1.92336 4.26173 1.89895
C -0.34390 2.48807 1.10454
C 0.88973 3.10797 1.29835
C 1.95507 2.85456 0.46360
C 1.79598 1.96057 -0.58312
C 0.59114 1.30699 -0.83226
C 0.64239 0.39323 -2.06346
C 1.23317 -1.00120 -1.78925
C -0.63729 0.27306 -2.88289
C -0.49205 1.60789 0.02015
N -1.73954 0.92663 -0.03366
C -2.86112 1.12835 -0.61239
C -3.23564 2.06419 -1.63789
C -4.35722 1.79436 -2.32462
C -5.29440 0.62737 -2.15211
C -4.96661 -0.32803 -0.98382
C -3.79280 0.09409 -0.13396
F -2.43465 -0.48023 2.12595
H -1.91922 2.69193 4.17082
H -0.24515 3.12925 3.85014
H -0.78452 1.45723 3.62619
H -2.32389 2.17151 1.84218
H -1.12367 4.96400 2.14188
H -2.76150 4.46640 2.56556
H -2.24698 4.46500 0.87595
H 0.99862 3.80744 2.11717
H 2.90295 3.35722 0.60863
H 2.62588 1.79587 -1.26024
H 1.37418 0.86675 -2.72464
H 0.07238 -1.85223 -1.71899
H 0.82417 -1.36307 -0.41932
H 1.55508 -1.56779 -2.66710
H -1.41311 -0.28076 -2.35576
H -0.44099 -0.23652 -3.82758
H -1.00721 1.27062 -3.11916
H -2.59642 2.90272 -1.87860
H -4.62693 2.46571 -3.13454
H -5.22146 0.05132 -3.08095
H -5.00612 -1.37559 -1.27991
N 2.79970 -3.00777 -0.63654
P 2.63623 -1.32264 -0.45111
C 4.23999 -0.69185 -0.86775
C 5.34730 -0.91829 -0.04348
C 6.60024 -0.49632 -0.45192
C 6.75221 0.15077 -1.67297
C 5.65703 0.37589 -2.49574
C 4.40052 -0.04887 -2.09631
C 2.20669 -0.96016 1.26678
C 1.24230 -1.73148 1.98095
C 1.01485 -1.47535 3.31842
C 1.72842 -0.47233 3.97106
C 2.64559 0.29476 3.28130
C 2.88431 0.04914 1.93014
C 1.68173 -3.91561 -0.53002
C 1.44918 -4.71249 0.59712
C 0.18671 -5.26818 0.74542
C -0.78064 -5.07203 -0.25886
C -0.37056 -4.45873 -1.42514
N 0.85557 -3.87744 -1.56684
H 3.65754 -3.35468 -0.22178
H 5.23849 -1.41254 0.91528
H 7.45998 -0.66923 0.18088
H 7.73398 0.47920 -1.98717
H 5.78360 0.87651 -3.44572
H 3.55315 0.11736 -2.75055
H 0.62205 -2.56330 1.55827
H 0.27471 -2.05557 3.85340
H 1.55043 -0.27854 5.02067
H 3.18330 1.08584 3.78581
H 3.60344 0.66134 1.40266
H 2.18741 -4.81584 1.38150
H -0.06212 -5.81493 1.64535
H -1.79293 -5.43227 -0.14036
H -1.00918 -4.40312 -2.29824
C -6.73594 1.15610 -2.07381
O -5.85210 -0.09502 0.15291
C -4.85026 0.47519 0.89661
S -4.98967 1.24535 2.27305
S -2.08896 -0.94429 0.59535
H -7.44362 0.33566 -1.97048
H -6.97510 1.70105 -2.98633
H -6.86820 1.82023 -1.22166

Atoms 1-3, force components in eV/Å:
Mo -1.864 -1.360 -1.108
C -0.006 -0.020 0.060
C 0.026 -0.042 -0.021

---

# 3
C4H6N2O | ωB97M-V/def2-TZVPD

- 2S+1 = 1
- ΔE to the lowest compared entry with this formula, charge and spin (kcal/mol) = 21.0
- structure (SMILES) = Cc1cc(O)n[nH]1
- LUMO (eV) = 0.9
- E_HOMO (eV) = -8.746

Positions of all 13 atoms, in Å:
C -2.02152 0.12960 -0.16393
C -0.56513 -0.14173 0.01605
C 0.44245 -0.33469 -0.90451
C 1.62446 -0.17423 -0.15068
O 2.87772 -0.15665 -0.65267
N 1.39324 0.03474 1.13011
N 0.04314 0.04764 1.20811
H -2.16342 1.21619 -0.19708
H -2.63713 -0.26131 0.65293
H -2.39052 -0.27935 -1.10674
H 0.35234 -0.51759 -1.96487
H 3.43907 0.23391 0.03254
H -0.39471 0.20347 2.10074

Atoms 1-3, force components in eV/Å:
C -0.137 -0.024 -0.025
C 0.076 0.153 0.061
C -0.017 0.073 -0.009

---

# 4
C28H27F15GeN6O2STa | ωB97M-V/def2-TZVPD

- 2S+1 = 1
- ΔE to the lowest compared entry with this formula, charge and spin (kcal/mol) = 59.4
- total charge = +3
- LUMO (eV) = -11.4
- E_HOMO (eV) = -16.199

Positions of all 81 atoms, in Å:
Ta -0.20874 -1.37791 -1.09192
N -1.82477 -2.97096 -2.41586
C -2.10832 -2.52574 -3.79027
C -0.81808 -1.99891 -4.40996
N -0.33005 -0.86840 -3.59635
H -1.36314 -3.88346 -2.45246
H -2.70262 -3.08515 -1.90635
H -2.87052 -1.74207 -3.75662
H -2.49275 -3.34597 -4.40600
H -0.99824 -1.70149 -5.44820
H -0.05104 -2.77789 -4.40862
H -0.99805 -0.09687 -3.69967
H 0.53872 -0.52674 -4.01130
C -1.44697 -3.80945 3.17584
C -0.82668 -3.08615 2.03508
N -0.87582 -1.82504 1.79118
O -1.56326 -0.94336 2.53746
C -0.06565 -3.80070 0.98537
C 0.45495 -5.17188 1.14518
N 0.04042 -3.07498 -0.07253
O 0.66480 -3.28813 -1.20443
H -1.77210 -3.14042 3.97250
H -0.74114 -4.52121 3.60021
H -2.31774 -4.37895 2.84250
H -2.13870 -1.35683 3.21593
H 1.29380 -5.18373 1.84652
H 0.81229 -5.55721 0.19304
H -0.31502 -5.83597 1.54261
F 0.42275 1.12011 -1.90847
C 0.35563 2.49327 -1.61908
C -0.60758 2.93157 -0.74029
C -0.58231 4.27452 -0.39525
F -1.43012 4.63590 0.56358
C 0.32928 5.17092 -0.95234
F 0.34256 6.43329 -0.60210
C 1.29054 4.68484 -1.85271
F 2.20345 5.48255 -2.35049
C 1.31135 3.32672 -2.17599
F 2.25482 2.79549 -2.95569
Ge -1.82343 1.78140 0.36519
S -2.23794 -0.12577 -0.77339
C -3.65323 2.38677 0.74800
C -4.37247 1.67384 1.69036
F -3.71311 0.66142 2.28784
C -5.69858 1.95996 1.97491
F -6.36623 1.23596 2.85337
C -6.32291 3.01035 1.28873
F -7.58190 3.29357 1.52545
C -5.61427 3.72829 0.31743
F -6.21055 4.68523 -0.36155
C -4.28918 3.39501 0.04891
F -3.58609 3.99589 -0.91490
C -0.57897 1.54339 1.91630
C -0.89800 2.15641 3.11616
F -2.02523 2.85439 3.14570
C -0.09203 2.03848 4.24937
F -0.45080 2.58098 5.38910
C 1.10466 1.31708 4.15593
F 1.89088 1.18557 5.19946
C 1.45020 0.70334 2.94857
F 2.56879 -0.00604 2.83659
C 0.59966 0.83252 1.86405
F 0.92581 0.17780 0.66980
C 5.38867 -0.61308 -1.66786
C 4.33718 -0.31043 -0.59715
C 4.19610 -1.48687 0.36930
C 4.68546 0.97786 0.14119
N 3.02247 -0.04551 -1.22824
N 2.32781 -1.12985 -1.79389
H 6.34588 -0.80163 -1.19035
H 5.51554 0.23639 -2.33457
H 5.13357 -1.49421 -2.25595
H 5.02310 -1.47326 1.07296
H 4.23403 -2.45325 -0.13293
H 3.27253 -1.41107 0.93824
H 5.67009 0.88958 0.58617
H 3.97540 1.17650 0.93706
H 4.70070 1.82695 -0.53872
H 3.07766 0.75170 -1.85751
H 2.75099 -1.98477 -1.39995
H 2.45177 -1.19451 -2.81322

Atoms 1-3, force components in eV/Å:
Ta 0.157 0.934 -1.693
N 0.610 0.790 1.129
C 0.274 0.322 -0.578

---

# 5
C5H11PS | ωB97M-V/def2-TZVPD

- 2S+1 = 1
- ΔE to the lowest compared entry with this formula, charge and spin (kcal/mol) = 67.3
- LUMO (eV) = 0.9
- E_HOMO (eV) = -8.033

Positions of all 18 atoms, in Å:
C -1.60455 0.01766 0.11106
C -1.24676 -0.28900 -1.31889
C -0.67673 -0.93894 0.92769
C 0.96705 0.00997 -1.09897
C 1.00557 1.18474 1.56233
P 1.10019 -0.50616 0.67828
S 2.21081 -0.40679 -2.35631
H -1.36320 0.99656 0.46426
H -2.67999 -0.31089 0.24439
H -1.29684 -1.22404 -1.68470
H -1.43149 0.42995 -2.04834
H -0.78562 -1.03081 2.02162
H -0.82661 -1.91175 0.46840
H 0.89564 1.07096 -1.01905
H 1.90830 1.64528 1.22337
H 1.12170 1.05628 2.59336
H 0.21999 1.89609 1.41298
H 2.48255 -1.68910 -2.18146

Atoms 1-3, force components in eV/Å:
C -0.025 -2.663 0.153
C 3.904 3.476 2.150
C -0.102 -0.256 -0.218

---

# 6
C8H16N3O4 | ωB97M-V/def2-TZVPD

- 2S+1 = 1
- ΔE to the lowest compared entry with this formula, charge and spin (kcal/mol) = 26.6
- structure (SMILES) = CNC(=O)[C@@]1(C(N)=O)CCO[N@+]1(C)OC
- total charge = +1
- LUMO (eV) = -3.2
- E_HOMO (eV) = -13.733

Positions of all 31 atoms, in Å:
C -0.32447 1.86278 0.49703
C -1.45459 -0.47306 0.27580
C 0.58865 -0.36216 1.83580
C 1.00630 -1.75451 1.26260
C -0.15989 0.31324 0.62260
C -3.67468 -0.30720 -0.79139
C 0.65417 -0.21363 -1.98218
C 3.32274 -0.14577 -0.83410
N -0.61259 2.54333 1.60336
N -2.27063 -0.00842 -0.65671
N 0.93270 -0.29586 -0.57694
O -0.28525 2.42858 -0.56796
O -1.73643 -1.32893 1.06955
O 1.03426 -1.60495 -0.16712
O 2.11270 0.39423 -0.26790
H -0.07491 -0.55553 2.68457
H 1.55028 0.31142 2.10909
H 2.05236 -2.00680 1.65501
H 0.26195 -2.48755 1.40833
H -4.16146 0.65849 -0.71113
H -3.92650 -0.95632 -1.60368
H -3.95605 -0.89349 0.16762
H 0.44049 0.78214 -2.26980
H 1.56196 -0.61863 -2.41612
H -0.16863 -0.97775 -2.34030
H 3.37639 -0.03090 -1.96209
H 3.46956 -1.10995 -0.50852
H 4.15311 0.50081 -0.42341
H -0.91834 2.01331 2.39083
H -0.80250 3.50534 1.60658
H -1.99072 0.81772 -1.10943

Atoms 1-3, force components in eV/Å:
C -0.035 0.175 -0.441
C -0.317 1.011 1.518
C 1.333 1.344 -0.715